Arrangement w

19
Properties=species:S:1:pos:R:3:nbo_charge:R:1 method="wB97M-V/def2-TZVPD" multiplicity=2 e_homo_ha="-0.5464 / -0.5459" orbital_gap_ev="11.75 / 4.22" charge=+1
C 0.686 -0.557 -2.136 -0.2369
C -0.107 -1.810 -1.398 -0.4416
C 1.331 0.354 -1.198 -0.6551
H 1.337 -1.268 -2.674 0.3242
H -0.098 -0.048 -2.705 0.2825
H -0.385 -2.618 -2.072 0.2558
H -1.007 -1.480 -0.874 0.2707
H 0.591 0.759 -0.493 0.2958
H 2.128 -0.162 -0.643 0.2639
H 0.626 -2.241 -0.712 0.2552
H 1.941 1.169 -1.653 0.3438
C -1.588 0.710 2.084 -0.6297
C -0.153 1.230 2.032 -0.5949
H -2.299 1.539 2.047 0.2272
H -1.835 -0.050 1.351 0.1907
H -1.852 0.332 3.074 0.2302
H -0.117 2.273 1.712 0.2176
H 0.457 0.724 1.266 0.1658
H 0.345 1.144 2.993 0.2348

Arrangement x

19
Properties=species:S:1:pos:R:3:nbo_charge:R:1 method="wB97M-V/def2-TZVPD" multiplicity=2 e_homo_ha="-0.5894 / -0.5653" orbital_gap_ev="13.20 / 4.82" charge=+1
C 0.912 0.512 1.370 -0.3905
C 1.660 -0.357 0.389 -0.5577
C 0.093 -0.129 2.423 -0.6357
H 1.764 1.079 1.849 0.3649
H 0.368 1.309 0.839 0.2792
H 0.928 -1.116 -0.010 0.3302
H -0.659 0.528 2.840 0.2583
H -0.357 -1.094 2.113 0.2722
H 0.727 -0.599 3.201 0.2769
H 2.168 0.328 -0.282 0.2658
H 2.346 -1.101 0.835 0.3062
C -1.212 0.559 -2.532 -0.6268
C -1.310 -0.405 -1.381 -0.5380
H -2.028 0.380 -3.237 0.2572
H -1.275 1.598 -2.237 0.2242
H -0.289 0.471 -3.095 0.2369
H -1.841 -0.022 -0.504 0.2277
H -0.276 -0.562 -0.953 0.2092
H -1.719 -1.379 -1.629 0.2398

Most stable one: arrangement x, least stable one: arrangement w.

Arrangement w

18
Properties=species:S:1:pos:R:3:nbo_charge:R:1 method="wB97M-V/def2-TZVPD" e_homo_ha=-0.3057 orbital_gap_ev=8.99 charge=0
C 2.128 0.478 0.432 -0.6146
C 1.341 -0.578 1.205 -0.4054
C -0.125 -0.588 0.850 -0.5201
S -0.973 0.910 1.409 0.1759
C -2.577 0.601 0.627 -0.7350
H 1.866 0.444 -0.630 0.2121
H 3.196 0.393 0.589 0.2086
H 1.831 1.479 0.735 0.2114
H 1.737 -1.568 0.962 0.2034
H 1.470 -0.466 2.288 0.2029
H -0.229 -0.691 -0.232 0.2072
H -0.623 -1.450 1.297 0.2059
H -2.476 0.478 -0.445 0.2074
H -3.169 1.495 0.810 0.2287
H -3.028 -0.285 1.078 0.2105
O 0.067 0.026 -3.400 -0.9322
H -0.863 -0.223 -3.420 0.4657
H 0.426 -0.455 -4.156 0.4677

Arrangement x

18
Properties=species:S:1:pos:R:3:nbo_charge:R:1 method="wB97M-V/def2-TZVPD" e_homo_ha=-0.3102 orbital_gap_ev=9.20 charge=0
C -1.064 -0.283 -1.614 -0.6125
C -0.899 -1.376 -0.576 -0.4059
C -1.371 -1.001 0.836 -0.5295
S -0.522 0.415 1.554 0.1995
C 1.080 -0.305 1.936 -0.7587
H -2.098 0.105 -1.579 0.2008
H -0.857 -0.670 -2.599 0.2088
H -0.427 0.571 -1.390 0.2131
H -1.438 -2.256 -0.919 0.2009
H 0.142 -1.688 -0.492 0.1943
H -2.436 -0.763 0.864 0.2219
H -1.241 -1.869 1.486 0.2109
H 1.872 -0.151 1.205 0.2109
H 0.991 -1.378 2.067 0.2148
H 1.410 0.117 2.889 0.2305
O 2.363 3.594 -0.842 -0.9348
H 2.091 4.204 -1.549 0.4681
H 2.405 2.736 -1.278 0.4669

Most stable one: arrangement w, least stable one: arrangement x.

Arrangement w

99
Properties=species:S:1:pos:R:3:lowdin_charge:R:1 method="wB97M-V/def2-TZVPD" e_homo_ha=-0.3442 orbital_gap_ev=8.62 charge=0
O -8.425 -6.133 -17.363 -0.0466
H -8.629 -5.978 -18.285 0.0162
H -8.237 -5.264 -17.009 0.0272
O -11.306 -1.868 -18.620 -0.0446
H -10.357 -1.983 -18.570 0.0062
H -11.436 -0.921 -18.570 0.0416
O -5.821 -4.590 -11.516 -0.0236
H -6.075 -4.114 -12.307 0.0092
H -5.282 -3.970 -11.025 0.0648
O -7.418 -7.750 -13.204 -0.0388
H -6.660 -8.333 -13.166 0.0615
H -7.963 -8.016 -12.463 0.0726
O -8.925 -5.420 -11.946 -0.0242
H -8.538 -6.078 -12.524 -0.0049
H -9.862 -5.617 -11.951 0.0561
O -9.849 -5.103 -19.678 -0.0203
H -10.571 -5.723 -19.571 0.0737
H -10.275 -4.249 -19.752 0.0630
O -11.733 -5.729 -15.669 -0.0478
H -11.371 -5.532 -14.805 0.0152
H -11.037 -6.210 -16.117 -0.0058
O -4.766 -4.964 -19.375 -0.0455
H -4.800 -5.775 -18.868 0.0068
H -5.638 -4.886 -19.763 -0.0118
O -1.444 -1.479 -17.223 -0.0355
H -0.506 -1.620 -17.094 0.0731
H -1.815 -1.510 -16.341 -0.0172
O -7.287 -3.987 -13.975 -0.0388
H -7.846 -4.343 -13.285 0.0100
H -7.052 -3.112 -13.666 -0.0023
O -6.261 -7.168 -15.714 -0.0221
H -7.074 -6.856 -16.111 0.0072
H -6.535 -7.568 -14.889 0.0078
O -2.216 -4.389 -16.296 -0.0567
H -2.837 -4.766 -15.673 -0.0393
H -2.444 -3.459 -16.328 -0.0093
O -9.636 -8.781 -17.680 -0.0492
H -8.842 -8.970 -18.181 0.0279
H -9.510 -7.888 -17.359 -0.0255
O -6.285 -1.397 -13.630 -0.0251
H -6.312 -0.703 -12.971 0.0615
H -6.011 -0.955 -14.433 0.0200
O -7.257 -4.942 -20.743 -0.0288
H -8.140 -5.237 -20.519 0.0068
H -6.982 -5.525 -21.451 0.0712
O -3.532 -2.998 -21.136 -0.0687
H -3.517 -2.148 -20.697 -0.0310
H -3.927 -3.592 -20.497 -0.0264
O -7.759 1.520 -18.682 -0.0381
H -6.865 1.737 -18.417 0.0203
H -7.693 0.639 -19.050 -0.0027
O -4.707 0.361 -15.525 -0.0260
H -4.878 1.042 -16.176 0.0536
H -4.132 0.780 -14.885 0.0604
O -9.952 -8.058 -14.786 -0.0375
H -9.045 -7.829 -14.584 -0.0085
H -9.937 -9.007 -14.915 0.0490
O -8.919 -1.975 -15.657 -0.0316
H -9.754 -2.366 -15.402 0.0653
H -8.277 -2.674 -15.527 -0.0006
O -5.278 0.400 -18.586 -0.0406
H -4.376 0.086 -18.660 0.0273
H -5.411 0.934 -19.369 0.0647
O -6.771 -3.836 -16.947 -0.0262
H -6.376 -4.134 -16.128 0.0203
H -6.040 -3.791 -17.564 0.0483
O -2.750 -1.036 -19.534 -0.0470
H -2.337 -1.384 -18.743 0.0021
H -2.018 -0.811 -20.108 0.0713
O -1.322 -4.915 -18.988 -0.0644
H -2.077 -4.633 -18.472 -0.0130
H -0.965 -5.660 -18.504 0.0163
O -7.156 -2.565 -22.777 -0.0368
H -7.130 -3.263 -22.122 0.0051
H -7.678 -2.927 -23.493 0.0486
O -8.452 -0.570 -21.257 -0.0573
H -7.806 -0.925 -21.867 -0.0061
H -8.370 -1.117 -20.475 -0.0176
O -5.477 -7.549 -18.474 -0.0303
H -6.239 -7.650 -19.044 0.0371
H -5.762 -7.897 -17.629 0.0146
O -8.921 0.701 -16.210 -0.0720
H -9.025 -0.249 -16.155 -0.0398
H -8.505 0.848 -17.059 -0.0319
O -2.601 -7.477 -16.669 -0.0419
H -1.818 -7.813 -16.231 0.0333
H -2.900 -6.760 -16.110 -0.0159
O -7.486 -1.524 -18.536 -0.0365
H -6.622 -1.114 -18.573 0.0121
H -7.509 -1.956 -17.682 0.0018
O -4.425 -6.827 -12.400 -0.0413
H -4.735 -7.633 -11.988 0.0415
H -4.957 -6.135 -12.006 -0.0117
O -4.092 -5.489 -14.898 -0.0338
H -4.124 -5.728 -13.972 0.0235
H -4.988 -5.618 -15.210 0.0222
O -2.808 -1.735 -14.986 -0.0236
H -2.765 -1.798 -14.032 0.0763
H -3.390 -0.993 -15.152 0.0080

Arrangement x

99
Properties=species:S:1:pos:R:3:lowdin_charge:R:1 method="wB97M-V/def2-TZVPD" e_homo_ha=-0.3657 orbital_gap_ev=9.20 charge=0
O -3.940 2.112 -0.427 -0.0224
H -4.246 2.234 0.472 0.0451
H -4.527 2.651 -0.956 0.0826
O 0.932 -1.339 2.518 -0.0331
H 1.055 -0.549 1.991 0.0223
H 0.567 -1.980 1.907 0.0316
O 4.486 1.065 -3.472 -0.0420
H 3.804 0.468 -3.163 -0.0047
H 5.265 0.516 -3.557 0.0340
O -2.705 -1.166 3.407 -0.0375
H -2.902 -1.485 2.527 -0.0199
H -2.195 -1.870 3.809 0.0343
O 0.204 2.716 2.241 -0.0496
H 0.744 2.057 2.677 0.0464
H 0.827 3.245 1.743 0.0335
O 3.815 -0.997 -1.140 -0.0532
H 4.026 -1.530 -0.373 -0.0076
H 3.763 -0.103 -0.803 -0.0097
O -1.946 -0.528 -4.468 -0.0322
H -2.779 -0.889 -4.164 0.0346
H -1.296 -0.879 -3.859 -0.0017
O 0.851 -0.424 5.234 -0.0561
H 0.737 -0.756 4.344 -0.0363
H 0.039 0.045 5.422 0.0276
O -0.268 -4.603 2.610 -0.0289
H -0.965 -4.388 3.229 0.0344
H -0.432 -5.515 2.370 0.0391
O -0.225 -4.952 -0.815 -0.0308
H -0.031 -4.793 -1.739 0.0218
H -1.000 -5.513 -0.826 0.0692
O -1.703 1.411 3.395 -0.0443
H -1.889 0.708 2.772 -0.0001
H -1.136 2.014 2.914 -0.0303
O -2.179 2.354 -3.999 -0.0328
H -2.403 1.453 -4.233 0.0235
H -2.706 2.893 -4.590 0.0749
O 2.902 1.134 2.392 -0.0163
H 2.598 0.431 2.966 0.0404
H 3.570 1.590 2.904 0.0767
O -1.244 5.523 0.199 -0.0305
H -1.388 6.277 -0.372 0.0932
H -1.364 4.763 -0.371 0.0296
O 0.750 2.544 -4.493 -0.0573
H 1.050 1.999 -3.766 -0.0138
H -0.195 2.621 -4.361 -0.0208
O -3.285 -1.554 0.777 -0.0350
H -3.009 -0.870 0.167 0.0156
H -3.282 -2.357 0.255 0.0765
O -5.917 -1.252 1.789 -0.0541
H -6.509 -1.244 1.036 0.0255
H -5.047 -1.371 1.408 -0.0312
O -2.602 -0.014 -1.434 -0.0349
H -3.121 -0.562 -2.023 0.0581
H -3.141 0.765 -1.294 0.0066
O 4.485 -2.392 1.181 -0.0264
H 3.587 -2.308 1.501 0.0364
H 5.014 -2.492 1.972 0.0610
O 2.625 -5.015 0.150 -0.0558
H 2.560 -4.315 -0.499 -0.0366
H 1.799 -5.492 0.073 -0.0003
O 2.184 -3.203 4.338 -0.0528
H 1.731 -3.643 5.057 0.0334
H 1.489 -2.973 3.721 -0.0275
O 1.297 4.966 0.782 -0.0439
H 0.553 4.960 0.180 0.0252
H 0.965 5.397 1.570 0.0686
O 2.724 -3.445 -2.107 -0.0350
H 3.016 -2.572 -1.846 0.0042
H 2.955 -3.508 -3.034 0.0606
O -0.225 0.122 0.182 -0.0380
H 0.055 -0.710 -0.199 -0.0147
H -0.958 0.402 -0.367 0.0044
O 2.733 3.781 -1.176 -0.0205
H 2.440 4.366 -0.476 0.0088
H 3.241 4.344 -1.761 0.0782
O -1.606 3.085 -1.434 -0.0402
H -2.476 2.917 -1.072 -0.0127
H -1.695 2.900 -2.369 -0.0086
O 1.537 1.026 -1.931 -0.0382
H 2.241 1.508 -1.497 0.0002
H 0.798 1.083 -1.324 0.0204
O 0.457 -2.405 -0.393 -0.0474
H 0.414 -3.359 -0.322 -0.0013
H 0.511 -2.237 -1.333 -0.0045
O 3.754 1.607 -0.177 -0.0580
H 3.238 1.568 0.628 0.0067
H 3.604 2.490 -0.516 -0.0066
O -0.351 -4.511 -4.003 -0.0196
H 0.215 -3.739 -4.005 0.0052
H 0.247 -5.248 -3.882 0.0480
O -4.505 2.222 2.634 -0.0357
H -5.263 1.670 2.826 0.0399
H -3.751 1.648 2.766 0.0001
O -1.650 4.777 2.554 -0.0587
H -1.657 5.065 1.642 -0.0545
H -1.052 4.030 2.566 -0.0273
O 0.386 -1.477 -3.054 -0.0200
H 1.057 -0.858 -2.766 0.0368
H 0.866 -2.134 -3.558 0.0370

Most stable one: arrangement x, least stable one: arrangement w.

Arrangement w

19
Properties=species:S:1:pos:R:3:nbo_charge:R:1 method="wB97M-V/def2-TZVPD" e_homo_ha=-0.4958 orbital_gap_ev=10.02 charge=+1
O 8.448 14.732 16.984 -0.8516
H 7.932 14.200 17.766 0.5757
H 7.939 14.502 15.962 0.5621
H 9.345 14.552 16.931 0.5350
O 9.985 17.256 17.011 -0.9461
H 10.970 16.979 16.757 0.4997
H 9.563 17.674 16.419 0.4622
O 8.116 17.097 19.188 -0.9788
H 7.990 18.039 19.414 0.4759
H 8.725 17.093 18.386 0.4885
O 7.138 14.297 14.741 -0.9629
H 6.855 14.793 13.883 0.5295
H 6.388 13.608 14.478 0.5250
O 11.013 13.833 17.192 -0.9834
H 11.842 14.411 17.101 0.5150
H 10.907 13.121 16.580 0.4972
O 7.003 13.272 18.790 -0.9439
H 7.075 13.164 19.710 0.5007
H 6.101 12.928 18.748 0.5002

Arrangement x

19
Properties=species:S:1:pos:R:3:nbo_charge:R:1 method="wB97M-V/def2-TZVPD" e_homo_ha=-0.5167 orbital_gap_ev=10.89 charge=+1
O 2.611 -1.819 -0.627 -0.9565
H 3.551 -1.676 -0.516 0.5038
H 2.568 -1.564 -1.563 0.4869
O -1.457 2.249 2.284 -0.9544
H -2.334 2.164 2.674 0.5075
H -1.184 3.158 2.397 0.5070
O -0.802 1.210 0.065 -0.9627
H -0.949 1.438 1.033 0.5289
H -1.672 1.118 -0.372 0.5007
O 0.588 3.048 -1.408 -0.9316
H 0.931 2.518 -0.683 0.4652
H -0.244 3.412 -1.126 0.4677
O -0.861 -3.521 -0.255 -0.9757
H -1.194 -4.430 -0.217 0.5029
H -0.389 -3.482 -1.093 0.4837
O 0.058 -1.092 -0.141 -0.8535
H -0.381 -1.738 0.446 0.5690
H 1.033 -1.183 -0.056 0.5636
H -0.389 -0.147 -0.318 0.5475

Most stable one: arrangement x, least stable one: arrangement w.

Arrangement w

13
Properties=species:S:1:pos:R:3:nbo_charge:R:1 method="wB97M-V/def2-TZVPD" e_homo_ha=-0.3178 orbital_gap_ev=9.64 charge=0
H 3.443 1.147 -0.138 0.2663
N 3.272 0.176 -0.502 -0.2989
N 2.649 -0.599 0.183 -0.2639
H 2.280 -0.283 1.098 0.2911
C -1.691 0.865 -0.236 -0.3442
C -0.408 0.703 0.304 -0.0657
N -0.106 -0.575 0.434 -0.2680
N -1.167 -1.238 -0.005 -0.3198
C -2.149 -0.416 -0.427 -0.0569
H -2.192 1.786 -0.453 0.2293
H 0.286 1.465 0.599 0.2006
H -1.145 -2.246 -0.036 0.4115
H -3.073 -0.786 -0.821 0.2186

Arrangement x

13
Properties=species:S:1:pos:R:3:nbo_charge:R:1 method="wB97M-V/def2-TZVPD" e_homo_ha="-0.2746 / -0.2746" orbital_gap_ev="7.69 / 7.69" charge=0
C 1.052 0.242 0.677 -0.3480
C -0.809 -1.064 -1.069 -0.3780
N 0.241 -0.771 1.326 -0.5274
C 0.167 0.989 -0.252 0.5816
N -1.152 -0.333 1.102 -0.1811
N -1.580 -0.607 -0.088 -0.2053
N -0.137 1.991 -0.819 -0.5912
H 0.368 -0.739 2.329 0.3701
H -0.265 2.233 -1.791 0.4300
H 1.424 0.998 1.379 0.2373
H 1.909 -0.151 0.116 0.2386
H -1.270 -1.095 -2.049 0.1896
H 0.054 -1.694 -0.862 0.1838

Arrangement y

13
Properties=species:S:1:pos:R:3:nbo_charge:R:1 method="wB97M-V/def2-TZVPD" e_homo_ha=-0.2204 orbital_gap_ev=6.86 charge=0
N -1.753 -1.461 -0.069 -0.8550
C -1.248 -0.205 0.089 0.2940
N -1.767 0.961 -0.049 -0.4850
C -0.936 2.003 -0.197 -0.0151
N 0.419 1.589 -0.129 -0.5163
C 0.550 0.274 0.030 0.2656
N 1.531 -0.736 0.095 -0.8274
H -1.501 -2.228 0.550 0.3799
H -2.761 -1.495 -0.262 0.3956
H -1.175 3.054 -0.025 0.1925
H 1.138 2.224 -0.148 0.4070
H 2.415 -0.730 0.557 0.3802
H 1.048 -1.577 0.300 0.3840

Most stable one: arrangement w, least stable one: arrangement x.